[1]
Density functional theory data (ωB97M-V with the def2-TZVPD basis set) for a cluster of 20 separate species, C6H40O23 in total.

XYZ file:
```
69
Properties=species:S:1:pos:R:3:forces:R:3
O -2.390842 -3.971507 1.577858 -0.04 0.06 0.05
O -3.917702 1.202962 1.609140 -0.16 0.09 -0.26
O 5.238825 -0.298992 -0.190661 -0.11 -0.06 -0.44
O -3.455472 1.316611 -1.633922 -0.36 -0.06 0.11
O -2.654144 2.964721 3.648124 -0.35 -0.23 0.17
O 4.409465 -1.210424 -2.825568 0.06 -0.03 -0.12
O -0.967462 1.448121 -2.787629 -0.21 0.13 0.20
O -4.367332 -2.149790 -1.447372 -0.09 0.16 0.20
O -0.943331 -4.762582 -1.500974 0.25 0.18 0.10
O 0.364274 -1.931826 3.450639 -0.01 0.04 0.04
O -1.071230 3.620922 1.378019 -0.17 -0.28 0.22
O 3.132155 1.763728 -4.068310 0.14 -0.17 -0.34
O -2.344582 -1.099647 0.859904 -0.80 -0.21 0.06
O 2.420768 3.262490 -1.714598 -0.14 0.17 0.16
O 1.346349 1.634807 1.409135 0.31 -0.88 -0.87
O 2.433535 0.466410 4.222818 0.02 0.00 -0.05
O 2.554476 0.462560 -0.880605 -0.32 0.53 0.84
O 4.215878 1.939095 1.914286 0.07 0.18 -0.23
O -1.665377 -1.964178 -4.306748 -0.04 -0.09 0.25
O 1.989235 4.676617 2.338509 0.12 -0.05 -0.01
O -1.315556 -2.007058 -1.538643 -0.57 -0.28 0.09
O -3.478982 -1.019778 3.708784 0.07 0.10 -0.15
O 1.568728 -2.765948 -3.900088 -0.04 -0.12 -0.27
C -1.208139 -0.729048 0.504441 1.61 1.09 -0.74
C 0.695111 -0.790691 -1.239519 -2.35 -1.07 0.63
C -0.432992 0.239479 1.179161 -2.37 -1.62 0.41
C 0.803158 0.675452 0.780780 0.72 2.15 0.93
C 1.405825 0.103119 -0.465283 1.88 -0.26 -1.82
C -0.612229 -1.245599 -0.859840 1.18 0.66 0.57
H 5.202734 -0.421369 0.758958 -0.05 0.09 0.04
H -1.619439 3.426519 2.165279 0.48 0.13 -0.40
H 1.894703 0.330092 3.429079 0.05 0.12 0.15
H -3.159674 2.293399 3.157025 0.05 0.01 -0.09
H 4.166438 1.057683 2.291379 -0.20 0.05 0.23
H 4.910511 -1.052011 -2.009143 -0.14 -0.09 -0.08
H -1.522057 -4.194497 1.226635 -0.15 -0.06 -0.22
H -2.620143 -3.138769 1.133656 0.24 -0.01 0.09
H -4.821465 0.871959 1.592939 0.09 -0.02 0.06
H 2.523167 5.002199 1.607501 -0.02 -0.11 -0.01
H -4.392000 -1.273707 3.549422 0.06 -0.05 -0.04
H -3.569753 0.811703 -0.821168 0.04 0.01 -0.07
H -2.349342 2.510405 4.440663 0.07 0.01 -0.12
H 1.879774 3.732207 2.149860 -0.10 0.13 0.06
H 3.164361 1.282402 -3.232388 -0.04 0.20 -0.01
H -3.443053 -1.951537 -1.213014 0.04 -0.15 -0.14
H 3.576874 -0.742816 -2.678484 0.08 -0.11 0.25
H -0.853682 -3.785497 -1.471108 -0.29 -0.38 -0.18
H 1.646263 -1.859806 -4.223154 -0.05 -0.04 0.01
H -4.264871 1.828159 -1.722250 0.11 0.02 0.00
H 4.369573 0.084594 -0.429249 0.08 0.06 0.38
H 1.510570 3.569031 -1.624174 0.02 -0.13 0.01
H 0.353823 -2.816783 3.073056 -0.09 0.06 -0.01
H -0.382144 2.935471 1.379758 -0.14 0.29 0.05
H 2.418705 -3.168300 -4.109467 0.06 0.15 0.16
H -0.204059 -1.409269 2.864839 0.11 -0.08 0.00
H 3.342082 2.061190 1.501693 0.10 -0.26 0.09
H 1.080940 -1.189179 -2.166160 0.22 0.08 0.10
H -0.647479 0.545657 -2.660974 -0.01 0.20 -0.08
H 2.819160 2.637216 -3.807662 -0.07 -0.12 0.32
H -3.093896 -0.916913 2.817266 -0.02 -0.18 0.23
H -0.412844 -5.027872 -2.258653 0.01 0.11 0.06
H 2.432144 2.405567 -1.248853 0.08 0.01 -0.04
H -3.382679 0.499409 1.194065 0.12 -0.10 0.34
H -1.069155 -2.654335 -4.613043 0.08 0.05 0.13
H 1.850460 0.242024 4.953803 -0.04 -0.13 -0.14
H -0.914240 0.698802 2.038294 0.21 0.12 0.07
H -1.811398 1.486047 -2.291878 0.48 -0.06 -0.38
H -1.620149 -2.021156 -3.325358 0.07 0.04 -0.54
H -4.741172 -2.517933 -0.640858 0.13 -0.04 -0.03
```
Positions in Å, forces in eV/Å.

The total charge is -2. The HOMO-LUMO gap comes out at 0.26992 Eh. As for the HOMO energy: -3.35 eV. Its total energy is -53968.598 eV.

---

[2]
Density functional theory data (ωB97M-V with the def2-TZVPD basis set) for a cluster of 7 separate species, C32H43F6N2O18 in total.

XYZ file:
```
101
Properties=species:S:1:pos:R:3:forces:R:3
F -1.839575 -8.443205 -6.886732 0.20 -0.02 -0.10
F 0.995899 -3.923423 -6.849150 0.17 -0.07 -0.22
F 0.237267 1.669562 -5.166528 0.15 -0.02 -0.19
F -4.332126 -2.149166 0.485140 -0.25 -0.06 0.08
F -5.571101 -5.327151 -6.909313 -0.11 0.00 -0.21
F 7.783340 1.469473 2.719075 -0.28 -0.17 -0.37
O -5.788459 -6.988619 -5.423586 -0.23 0.13 0.85
O -2.329883 -7.920375 -3.547773 0.77 1.32 -0.15
O 10.897889 2.441159 5.730523 -3.01 -0.14 -1.47
O -3.482572 -1.576472 -1.506186 0.85 -0.29 -0.38
O 1.357671 -1.289231 -3.293372 -0.43 -2.00 -1.41
O -5.721840 -8.044108 -3.400919 0.09 2.45 -1.63
O -1.321412 -2.119842 -1.126426 -0.63 0.57 -0.95
O 8.682599 3.001838 5.635510 0.51 -0.40 -0.25
O 1.486848 -2.399329 -5.283517 0.06 -0.02 1.06
O 0.599039 4.303754 -1.610749 -0.48 -2.02 -1.31
O -1.348625 -6.919111 -5.321099 0.06 0.06 1.02
O 0.728215 3.193656 -3.600894 -0.04 0.12 1.23
O -5.743126 -5.760529 -3.526266 -0.10 -1.10 -0.23
O -1.477802 -5.809013 -3.330954 -0.86 -2.19 -1.26
O -1.897250 -1.038009 -3.057473 -0.94 -1.38 2.39
O 9.556246 1.614057 4.079590 -0.46 0.19 0.72
O 0.505590 -3.400593 -3.510191 0.75 1.20 -0.13
O -0.253043 2.192393 -1.827569 0.81 1.31 -0.17
N 4.004638 5.243855 3.638902 -3.21 -3.20 2.20
N 3.805656 1.095835 4.025876 -1.66 3.67 -1.72
C -3.450243 -2.528136 -0.466871 -0.78 -0.01 0.45
C -2.596111 0.549390 3.716700 0.91 0.56 -0.10
C 3.441245 2.587794 4.159004 -0.95 3.58 0.06
C 2.048783 3.083353 4.916621 2.23 2.61 -1.35
C 1.386838 -3.777230 -5.563283 -0.06 -0.08 -0.82
C -0.736121 6.303593 3.510234 -0.47 -0.41 -0.07
C -1.448635 -8.297013 -5.600864 -0.03 -0.34 -1.04
C -0.994236 5.437221 4.877969 -0.45 0.60 0.42
C -2.043523 0.923476 2.183249 -0.55 1.09 0.81
C 8.152183 1.505223 4.019206 0.25 -0.41 -0.57
C 4.395292 3.768728 3.536531 -3.03 0.19 1.63
C -2.208370 -1.533211 -1.987031 1.07 1.02 -2.36
C -1.492077 3.349894 0.970868 -0.38 -0.46 -0.41
C 0.375508 3.315853 -2.290421 0.25 2.04 1.36
C -2.510243 -8.766292 -4.665737 -0.73 -1.15 0.14
C -1.391980 2.449612 2.336752 -0.49 0.24 -0.27
C 0.325230 -4.246509 -4.628155 -0.38 -1.08 -0.01
C 0.628206 1.815755 -3.880660 0.06 -0.40 -0.87
C -1.701332 -6.796914 -4.010626 -0.07 1.71 1.89
C -5.643614 -4.863758 -4.614315 0.10 1.25 0.35
C -0.433402 1.346476 -2.945532 -0.53 -1.31 0.09
C 1.134140 -2.277131 -3.973044 0.04 1.89 1.63
C 0.326105 5.220132 5.824891 0.32 -0.17 -0.06
C 1.670029 4.704535 5.039346 3.52 -1.71 -2.00
C -6.173155 -5.672205 -5.749084 0.11 0.16 -0.98
C -1.353660 4.968630 1.190664 -0.07 -0.12 -0.26
C -5.746462 -7.019287 -4.061981 0.13 -2.51 2.11
C -0.177000 5.432208 2.233798 0.56 0.84 -0.93
C 9.806478 2.360322 5.191861 3.55 0.47 1.77
C 7.677161 2.757973 4.672405 -0.86 0.59 0.49
C 2.736378 5.738823 4.330128 -0.01 -3.42 0.35
C -2.051189 -2.442988 0.040173 0.73 -0.53 0.93
H -2.587688 3.168305 0.533096 2.35 0.35 0.85
H -2.060967 2.988395 3.148932 1.41 -1.04 -1.51
H 2.360762 -4.255108 -5.412875 -0.05 0.06 -0.21
H -1.917443 -1.649702 0.783273 -0.31 -0.06 -0.10
H -1.857038 1.129190 4.452665 -1.60 -1.43 -1.37
H -0.308014 0.296651 -2.667073 0.10 0.50 0.01
H 4.345874 1.066735 3.114595 -0.60 -0.23 1.38
H -4.596163 -4.575269 -4.752182 -0.10 -0.11 -0.23
H -1.442953 1.485442 -3.346636 0.24 0.04 -0.16
H 2.517889 6.898376 4.357148 0.79 -2.68 -0.22
H 0.540046 6.167426 1.625856 -1.43 -1.63 1.30
H -1.483901 4.387125 4.717671 0.98 2.04 -0.10
H -1.266082 0.130094 1.790036 -1.58 1.71 0.76
H -0.012894 7.211416 3.745588 -1.49 -1.86 -0.38
H -1.706148 -3.387503 0.469394 0.07 0.14 -0.25
H 5.406714 3.535695 2.987312 -2.31 0.62 1.16
H -1.788072 6.759948 3.186066 2.37 -0.88 0.73
H 7.832049 0.587032 4.523149 -0.02 0.02 -0.21
H -0.474710 -8.774890 -5.450456 -0.06 0.07 -0.20
H -1.776811 6.064104 5.526020 1.81 -1.45 -1.21
H -6.235076 -3.961974 -4.434455 0.06 -0.23 0.14
H 1.321615 2.254148 5.372660 1.77 2.09 -1.08
H -0.273776 2.411306 2.737317 -2.30 -0.03 -0.75
H 0.450618 -5.296333 -4.349696 0.05 0.49 0.04
H -3.725984 -3.512402 -0.860197 -0.12 0.11 0.11
H 0.567478 6.233507 6.385714 -0.29 -2.20 -1.19
H -2.534493 -0.593438 3.959580 -0.35 2.21 -0.48
H 2.873104 0.649705 3.785667 1.44 0.42 0.53
H 6.700430 2.634520 5.147955 0.21 0.02 0.15
H 0.482183 4.507721 2.516836 -1.31 1.78 -0.25
H 4.645262 5.951666 3.215300 -0.82 -0.90 0.52
H 0.049541 4.386555 6.614852 0.79 1.79 -1.52
H -2.374950 5.376720 1.590368 1.83 -0.77 -0.73
H 7.625939 3.604137 3.979026 0.12 -0.19 -0.17
H 1.602130 1.337877 -3.730252 -0.14 0.00 -0.19
H -0.732111 2.946874 0.148615 -1.69 1.06 2.06
H -2.384854 -9.816116 -4.387278 -0.01 0.26 0.14
H -7.261201 -5.624549 -5.864861 0.13 -0.02 -0.16
H -3.670662 0.995606 3.911525 2.19 -1.10 -0.52
H -0.684321 -4.107543 -5.029259 0.29 0.01 -0.15
H -1.157557 5.464155 0.126202 -0.44 -1.12 2.38
H -3.519794 -8.627324 -5.066841 0.21 0.01 -0.15
H -2.974276 1.036000 1.450925 2.13 -0.53 1.44
```
Positions in Å, forces in eV/Å.

The total charge is +1. The value obtained for the energy above the lowest of the compared OMol25 structures with the same formula, charge and spin is 285.8 kcal/mol. The HOMO-LUMO gap comes out at 0.27652 Eh. As for the HOMO energy: -12.51 eV. Its total energy is -90004.670 eV.